[1]
Computed, not measured: a structure of composition C16H32O2P2W in a non-equilibrium geometry, with ωB97M-V/def2-TZVPD.

Results
* 2S+1: 3
* net charge: +2
* orbital gap (alpha / beta): 4.696 / 5.551 eV
* highest occupied orbital energy (alpha / beta): -13.34 / -14.18 eV

XYZ file:
```
53
C16H32O2P2W (ωB97M-V/def2-TZVPD)
P 1.213 1.160 -1.336
P -2.107 0.324 -0.907
C -0.134 0.687 -2.765
C -1.603 1.023 -2.529
H -0.010 -0.400 -2.920
H 0.211 1.208 -3.670
H -1.812 2.098 -2.619
H -2.260 0.502 -3.247
C -2.353 -1.425 -1.073
H -2.287 -1.897 -0.080
H -1.580 -1.879 -1.715
H -3.348 -1.609 -1.509
C -3.715 1.170 -0.556
H -4.412 0.414 -0.180
H -4.117 1.642 -1.458
H -3.582 1.978 0.273
C 2.349 0.212 -2.549
H 3.390 0.566 -2.537
H 2.016 0.315 -3.590
H 2.333 -0.848 -2.287
C 1.746 2.742 -2.134
H 1.000 3.525 -2.017
H 1.918 2.571 -3.206
H 2.682 3.075 -1.671
W -1.657 1.895 0.482
C -0.742 -2.829 1.848
C 0.581 -2.591 1.484
C 1.076 -1.535 0.562
C 2.630 -1.493 0.433
C 3.243 -0.115 0.510
C 3.157 0.859 -0.402
C -0.696 3.351 -0.360
C -1.843 -2.014 2.104
C -0.715 1.058 2.049
H -0.919 -3.900 2.058
H 1.337 -3.278 1.866
H 0.665 -0.572 0.898
H 0.649 -1.708 -0.443
H 3.033 -2.091 1.260
H 2.906 -2.015 -0.496
H 3.848 0.028 1.413
H 3.759 1.779 -0.402
H -1.005 3.859 -1.274
H 0.207 3.779 0.086
H -1.842 -1.352 2.975
H -2.832 -2.356 1.773
H -1.154 1.552 2.933
H 0.355 1.287 2.026
H -0.847 -0.016 2.155
O 0.764 -3.162 4.516
C 0.314 -2.179 5.154
O -0.298 -1.132 4.819
H 0.489 -2.259 6.253
```

Löwdin atomic charge list, values in e, 2 entries: 1.00, 0.68

---

[2]
Computed, not measured: an isolated molecule of C11H22N6O4 in a non-equilibrium geometry, with ωB97M-V/def2-TZVPD.

Results
* 2S+1: 1
* net charge: 0
* orbital gap: 9.524 eV
* structure (SMILES): [H]/N=C(\N)NCCC[C@H](NC(=O)[C@@H](N)CCC(N)=O)C(=O)O
* highest occupied orbital energy: -9.18 eV

XYZ file:
```
43
C11H22N6O4 (ωB97M-V/def2-TZVPD)
H 3.764 -0.851 3.598
N 3.062 -1.463 3.288
C 2.981 -1.703 2.021
N 3.545 -0.834 1.058
N 2.194 -2.745 1.574
C 1.697 -2.866 0.249
C 0.567 -1.923 -0.111
C -0.569 -1.928 0.882
C -0.743 -0.537 1.637
N -1.042 0.625 0.847
C -2.300 0.854 0.327
O -3.191 0.059 0.461
C -2.554 2.139 -0.436
N -1.711 3.232 0.036
C -2.446 1.912 -1.934
C -1.053 1.436 -2.369
C -0.979 1.260 -3.874
N 0.138 1.674 -4.464
O -1.799 0.599 -4.471
C 0.423 -0.183 2.533
O 1.218 0.735 2.296
O 0.546 -0.994 3.603
H 3.657 0.023 1.529
H 3.149 -0.612 0.116
H 1.682 -3.134 2.303
H 1.375 -3.886 0.146
H 2.612 -2.685 -0.418
H 0.270 -1.972 -1.141
H 1.034 -0.960 -0.264
H -0.378 -2.741 1.636
H -1.478 -2.159 0.329
H -1.525 -0.735 2.368
H -0.280 1.281 0.826
H -3.631 2.317 -0.159
H -2.154 3.667 0.853
H -1.705 3.948 -0.722
H -2.581 2.924 -2.389
H -3.202 1.237 -2.277
H -0.149 1.959 -2.083
H -1.009 0.466 -1.952
H 0.207 1.401 -5.427
H 0.841 2.133 -3.925
H 1.515 -0.969 3.901
```

Löwdin atomic charge list, values in e, 2 entries: 0.04, 0.08

---

[3]
Computed, not measured: a structure of composition C14H35CaN3S2 in a non-equilibrium geometry, with ωB97M-V/def2-TZVPD.

Results
* 2S+1: 1
* net charge: +2
* orbital gap: 9.352 eV
* highest occupied orbital energy: -15.73 eV

XYZ file:
```
55
C14H35CaN3S2 (ωB97M-V/def2-TZVPD)
Ca 0.650 0.797 -0.136
S 0.119 1.498 2.471
S 0.644 0.938 -2.882
C -0.926 0.303 3.364
C -1.136 2.731 1.972
C -1.866 2.392 0.691
N -0.938 2.331 -0.451
C -1.628 2.138 -1.740
C -0.659 2.222 -2.898
H -0.604 3.677 1.873
H -1.842 2.855 2.790
H -2.644 3.144 0.518
H -2.364 1.427 0.770
H -2.409 2.893 -1.876
H -2.120 1.168 -1.713
H -0.137 3.179 -2.894
H -1.191 2.162 -3.843
C -0.234 -0.435 -3.696
H -0.463 3.229 -0.499
H -1.273 -0.488 -3.388
H 0.268 -1.352 -3.403
H -0.174 -0.330 -4.774
H -0.403 -0.648 3.354
H -1.894 0.178 2.887
H -1.060 0.620 4.393
C 2.551 2.268 -0.103
C 3.005 1.006 0.073
H 2.357 2.916 0.741
H 2.536 2.725 -1.083
H 3.180 0.605 1.062
H 3.359 0.415 -0.760
C -0.710 -2.380 -1.409
N -1.017 -1.320 -0.404
C -2.488 -1.116 -0.505
C -0.797 -1.981 0.882
C 0.630 -2.486 1.083
N 1.702 -1.442 0.933
C 2.307 -1.311 2.305
C 2.772 -2.040 0.090
H -1.293 -2.296 -2.340
H -1.042 -3.396 -1.088
H 0.375 -2.446 -1.602
H -2.887 -0.484 0.299
H -2.789 -0.745 -1.501
H -3.041 -2.080 -0.410
H -1.095 -1.302 1.625
H -1.471 -2.861 1.030
H 0.626 -2.991 2.078
H 0.789 -3.349 0.399
H 2.501 -2.300 2.780
H 3.324 -0.882 2.347
H 1.673 -0.723 2.980
H 3.039 -3.066 0.433
H 2.461 -2.082 -0.972
H 3.728 -1.484 0.148
```

Löwdin atomic charge list, values in e, 2 entries: 1.08, 0.82

---

[4]
Computed, not measured: the ion C4H10N2O2 with charge -1 in a non-equilibrium geometry, with ωB97M-V/def2-TZVPD.

Results
* 2S+1: 2
* net charge: -1
* orbital gap (alpha / beta): 5.694 / 8.096 eV
* highest occupied orbital energy (alpha / beta): -1.88 / -4.31 eV

XYZ file:
```
18
C4H10N2O2 (ωB97M-V/def2-TZVPD)
C 0.772 -0.647 -1.331
N 2.233 -0.674 -1.158
C 0.163 0.126 -0.179
C 0.313 -0.620 1.170
N -1.275 0.356 -0.409
C -1.817 1.333 0.541
O -3.150 0.984 0.899
O -1.285 2.451 0.605
H 0.366 -1.640 -1.243
H 0.520 -0.188 -2.283
H 2.769 -0.592 -2.006
H 2.547 0.031 -0.508
H 0.536 1.140 -0.019
H 0.207 0.086 1.994
H 1.311 -0.999 1.379
H -0.434 -1.408 1.173
H -1.843 -0.468 -0.273
H -1.935 0.729 1.648
```

Löwdin atomic charge list, values in e, 2 entries: -0.25, -0.02

---

It is found that the relative energy (zero: lowest compared OMol25 entry of this formula, charge and spin) values, taken in the order of the records, are 565.6; 121.0; 145.8; 243.6 kJ/mol.